32
Properties=species:S:1:pos:R:3:forces:R:3:lowdin_charge:R:1 method="wB97M-V/def2-TZVPD" gap_ha=0.293 homo_ev=-8.21 spin_multiplicity=1 lumo_ev=-0.24 total_charge=0
Au 1.746 -0.278 0.109 -0.23 -0.36 -0.50 0.9183
C -0.273 2.451 4.223 -0.09 -0.17 0.18 -0.0068
N 0.176 2.556 2.843 0.04 -0.08 -0.08 -0.0459
C 0.083 3.699 2.138 0.07 0.07 -0.22 -0.0411
C 0.522 3.784 0.862 -0.01 0.04 0.04 -0.0017
C 1.084 2.611 0.282 -0.04 -0.01 0.10 -0.3767
N 1.147 1.472 0.971 0.05 0.01 -0.02 -0.0207
C 0.666 1.372 2.259 -0.18 0.00 0.33 -0.5106
O 0.639 0.338 2.887 0.07 0.19 -0.08 0.0593
N 1.551 2.621 -0.966 0.05 -0.11 0.09 0.1676
H -0.557 3.434 4.590 0.01 0.03 -0.07 0.0911
H 0.525 2.042 4.839 0.02 0.05 -0.03 0.1014
H -1.118 1.768 4.294 -0.01 0.04 -0.03 0.1012
H -0.370 4.543 2.639 0.06 -0.01 0.07 0.1359
H 0.465 4.703 0.302 -0.05 0.02 0.03 0.1105
H 1.490 3.440 -1.542 0.03 0.02 0.01 0.1165
H 1.951 1.762 -1.325 -0.04 0.05 -0.10 0.0703
O -0.429 -2.396 0.350 0.50 0.10 -0.05 0.0116
C -0.765 -2.601 -0.958 -0.03 0.00 0.15 -0.2781
C -2.114 -2.689 -1.295 -0.02 -0.01 -0.06 -0.0399
C -2.504 -2.980 -2.588 -0.04 0.00 0.06 -0.0955
C -1.538 -3.194 -3.559 0.00 0.01 -0.08 -0.0925
C -0.202 -3.081 -3.220 0.00 0.09 -0.07 -0.0286
C 0.228 -2.761 -1.932 0.11 0.15 0.18 -0.0678
C 1.755 -2.683 -1.770 -0.10 -0.15 -0.31 -0.5943
O 2.401 -3.365 -2.546 0.03 0.00 0.18 0.0439
O 2.335 -1.909 -0.903 -0.17 0.06 0.33 -0.2523
H -1.222 -2.375 0.893 -0.05 0.01 -0.05 0.1009
H -2.859 -2.537 -0.520 0.01 -0.03 0.00 0.1091
H -3.557 -3.054 -2.827 0.00 0.00 -0.01 0.1009
H -1.824 -3.450 -4.570 0.01 0.02 -0.01 0.0982
H 0.568 -3.244 -3.961 0.00 -0.03 0.01 0.1160

***

32
Properties=species:S:1:pos:R:3:forces:R:3:lowdin_charge:R:1 method="wB97M-V/def2-TZVPD" gap_ha=0.265 homo_ev=-12.72 spin_multiplicity=1 lumo_ev=-5.51 total_charge=+1
Be 0.138 0.030 0.005 -0.86 -0.12 0.37 0.1515
C 3.319 2.495 3.651 -0.04 -0.04 -0.03 -0.0330
C 2.500 1.373 3.657 0.11 0.06 0.17 -0.0435
C 1.801 1.025 2.520 -0.17 -0.06 -0.37 0.0081
C 1.919 1.811 1.368 0.42 0.24 0.69 -0.2154
C 2.752 2.943 1.362 -0.26 -0.19 -0.23 0.0070
C 3.445 3.276 2.503 0.01 -0.04 0.07 -0.0461
N 1.185 1.411 0.255 -0.22 0.20 -1.16 0.0703
N 1.281 2.089 -0.802 0.56 0.30 1.00 0.1685
C 0.523 1.588 -1.855 -0.55 -0.28 -0.89 -0.2583
C 0.560 2.217 -3.088 0.11 0.01 0.29 0.0444
C -0.191 1.674 -4.120 -0.08 -0.15 0.05 -0.0018
C -0.941 0.531 -3.882 0.05 0.10 -0.06 -0.0055
C -0.923 -0.038 -2.619 -0.10 -0.17 0.05 -0.0397
N -0.213 0.484 -1.624 0.43 0.43 0.18 0.1015
H 3.867 2.763 4.544 0.00 0.00 0.00 0.1193
H 2.419 0.769 4.550 -0.02 -0.02 -0.02 0.1200
H 1.177 0.137 2.500 0.04 0.02 0.06 0.1056
H 2.835 3.532 0.462 0.04 0.05 -0.01 0.1139
H 4.092 4.142 2.508 -0.01 0.00 -0.01 0.1181
H 1.174 3.097 -3.211 -0.01 0.00 -0.02 0.1315
H -0.185 2.133 -5.099 0.00 0.00 0.00 0.1286
H -1.531 0.077 -4.665 0.00 -0.01 0.01 0.1248
H -1.483 -0.937 -2.396 0.03 0.00 0.01 0.1391
N -1.392 0.036 1.110 0.31 -0.08 -0.15 0.0788
N -1.151 -1.187 1.781 0.05 0.01 0.16 0.0318
C -0.155 -2.021 1.214 -0.16 -0.27 0.08 -0.6366
O -0.049 -3.159 1.576 0.04 0.25 -0.10 0.1228
O 0.571 -1.369 0.338 0.27 -0.31 -0.05 -0.0170
H -1.467 0.779 1.798 0.09 0.08 0.00 0.1286
H -2.273 0.020 0.601 0.01 -0.06 -0.10 0.1317
H -1.935 -1.661 2.203 -0.08 0.04 0.00 0.1509